[1]
ORCA calculation (wB97M-V/def2-TZVPD) on a structure of composition C31H32ClN5O9SZr.

Gap between HOMO and LUMO   0.2372 Eh
Electronic energy   -3057.261953 a.u.
E_HOMO   -2.3 eV
Total charge   -2
F_max   1.0 eV/A

Cartesian coordinates (Å):
H1 0.1055 5.4180 1.4648
N1 1.2038 4.6380 -1.4237
C1 -2.1015 4.0395 0.5467
H2 -0.1917 -2.3783 3.6473
O1 -3.3305 -1.5972 -1.7713
H3 2.4398 -0.9566 3.2207
C2 1.5533 -2.8985 -5.2424
H4 3.1520 -3.0543 4.3372
C3 3.7459 -3.9798 2.5007
C4 0.6938 -2.1054 -6.0027
C5 3.2386 -2.9444 3.2633
C6 0.8339 -0.3744 -4.3132
C7 -0.6914 1.9877 1.1310
C8 -0.8595 3.9470 2.7137
O2 0.8575 -2.4843 -0.9622
H5 -2.5693 3.9416 -1.4298
C9 -1.7612 -1.1351 1.2442
C10 -1.6456 2.1563 -1.0174
C11 -1.5950 3.1339 1.6433
C12 -2.2713 -1.5635 -1.1719
O3 -0.3182 -1.1512 1.1662
S1 2.0803 2.3010 -0.4428
H6 2.2520 0.3998 1.3187
O4 2.1581 -0.7689 -2.3757
C13 -2.1550 -2.2081 0.2129
C14 -0.0808 -3.3686 -0.8612
O5 -0.2745 -4.2965 -1.6297
H7 0.1513 1.6541 -4.6893
H8 -1.5700 4.6787 3.1066
O6 -2.5725 5.1501 0.7519
C15 3.8689 -3.8558 1.1255
C16 1.2260 3.2526 -1.5765
H9 0.2905 -2.4721 -6.9386
H10 -3.1112 -2.6691 0.4510
C17 0.3518 -0.8512 -5.5337
Cl1 4.2540 -5.4699 3.2887
H11 -3.2727 3.2271 2.9828
H12 -2.4700 1.6629 2.9248
H13 -1.3410 -4.2064 0.6544
H14 1.0792 3.9561 1.7345
O7 -2.0820 1.7107 -2.0511
C18 -3.9422 1.9979 1.3630
N2 -2.0738 3.4784 -0.6820
C19 -2.0119 -1.6235 2.6698
C20 1.7063 -1.1818 -3.5451
H15 1.8127 -3.8936 -5.5865
H16 1.3253 4.9213 -0.4644
H17 -4.4279 2.8387 0.8635
H18 0.4046 5.0564 -1.8795
H19 -0.5962 3.2591 3.5172
N3 0.5597 2.8005 -2.5999
H20 -1.9076 -0.7957 3.3719
H21 3.5244 -2.5933 -0.5683
C21 2.8491 -1.7709 2.6325
H22 3.2061 0.0067 -0.1214
H23 -3.5775 1.3288 0.5836
Zr1 0.7135 -0.3059 -0.9382
O8 0.0271 1.4546 1.9636
H24 -1.2295 -3.6689 3.0260
H25 -2.1102 -0.1369 1.0200
C22 -0.1589 -2.5572 1.4927
H26 4.2570 -4.6809 0.5418
C23 -0.8706 -2.6558 2.8406
C24 -2.8440 2.4828 2.3061
C25 2.0579 -2.4463 -4.0403
C26 3.4713 -2.6811 0.5097
H27 -0.3146 -0.2161 -6.1086
C27 2.4687 -0.3811 0.5880
C28 0.5338 0.9910 -3.9127
H28 0.8905 -2.8125 1.4937
N4 -0.7954 1.5244 -0.1439
C29 0.3838 4.6584 2.2004
C30 2.9408 -1.6043 1.2416
N5 0.7288 1.4379 -2.7341
O9 -1.1863 -0.9857 -1.5751
H29 -3.0081 -2.0537 2.7798
H30 -4.7092 1.4606 1.9249
C31 -0.9687 -3.2206 0.3809
H31 2.6947 -3.0661 -3.4234
H32 0.9048 5.1683 3.0142

***

[2]
ORCA calculation (wB97M-V/def2-TZVPD) on a cluster of 4 separate species, C31H32F3NO2P in total in a non-equilibrium geometry.

Gap between HOMO and LUMO   0.2308 Eh
Electronic energy   -2045.843033 a.u.
E_HOMO   -10.7 eV
Total charge   +1
F_max   11.9 eV/A

Cartesian coordinates (Å):
H1 1.7031 5.0513 -2.5392
F1 0.9047 -8.8653 3.8571
H2 0.7028 5.3048 -5.2132
C1 1.5842 -0.1075 -0.1869
H3 -3.7706 -1.3600 0.1816
H4 -1.3165 7.6727 -2.6993
C2 -1.5392 8.9816 -0.9995
C3 -2.2750 3.1472 -3.5927
H5 1.4101 4.2173 -0.1047
C4 -0.2071 3.7561 -1.7987
H6 0.2324 -2.5021 -0.5204
C5 -1.6835 7.7719 -1.6807
C6 2.1117 -9.4315 1.9119
O1 0.5485 2.1607 0.0661
H7 -1.0549 9.8250 -1.4871
H8 -0.1564 -4.4644 5.4737
H9 0.3104 -2.3449 4.2427
H10 3.6996 1.2246 -1.3784
H11 1.6142 -10.3952 1.8835
H12 1.6793 -0.0204 0.9786
H13 -1.5158 -6.2717 1.8115
C7 3.0506 -9.0819 0.9417
C8 -2.0145 9.1138 0.3075
C9 0.0518 4.7266 -4.4169
C10 -0.3607 -3.1290 2.3618
C11 -2.7751 6.8320 0.2459
C12 1.8108 -8.5319 2.9284
H14 -3.2509 -0.1853 -1.3576
H15 -1.0609 -6.4264 4.2478
H16 3.2859 -9.7755 0.1379
H17 2.1807 -6.6057 3.7978
C13 -2.6405 8.0345 0.9311
H18 1.0412 1.2655 -1.9230
C14 -2.9239 -0.7151 -0.3568
H19 3.3599 2.5784 0.0059
H20 -0.3811 4.0422 0.4558
C15 3.6870 -7.8413 1.0042
H21 -1.8267 4.0581 -5.8273
F2 -0.1183 -1.9853 1.7077
C16 1.4485 1.4275 -0.8374
H22 -1.8974 10.0559 0.8374
N1 -0.4123 -0.8720 -2.4565
H23 -1.5144 -0.0555 1.3395
H24 2.5317 -0.5824 -0.6827
H25 -2.4121 5.7395 -1.5644
C17 -0.8634 -5.4974 3.7172
H26 -3.0233 8.1212 1.9427
H27 -2.2213 2.4193 -1.2149
C18 -1.5596 -0.5452 0.2714
C19 -0.0948 -3.2076 3.7243
H28 4.4226 -7.5696 0.2502
O2 0.2148 -2.9837 -4.0405
C20 -0.3529 -4.3964 4.4065
C21 0.0413 -1.9241 -3.2302
H29 -1.0764 -4.1308 0.6049
C22 0.6772 4.6031 -2.8886
H30 3.8829 -5.9818 2.0815
C23 2.4357 -7.2915 2.9965
C24 -1.1218 -5.4114 2.3470
H31 -3.2950 2.6134 -3.8373
H32 2.8959 2.8586 -1.8687
C25 -2.2996 6.6896 -1.0529
C26 3.3830 -6.9460 2.0327
C27 -1.3912 3.9905 -4.7234
F3 -3.3721 5.7942 0.8469
C28 -0.8740 -4.2188 1.6673
C29 2.9568 2.0652 -0.9787
C30 0.4377 3.5851 -0.2829
P1 0.0068 -1.0961 -0.7370
C31 -1.6508 3.0233 -2.0679

***

[3]
ORCA calculation (wB97M-V/def2-TZVPD) on a structure of composition C31H32N3O3OsS in a non-equilibrium geometry.

Gap between HOMO and LUMO (alpha / beta)   0.2908 / 0.2153 Eh
Multiplicity   5
Electronic energy   -2078.933289 a.u.
<S²>   6.0488
E_HOMO (alpha / beta)   -11.0 / -11.1 eV
Total charge   +1
F_max   3.9 eV/A

Cartesian coordinates (Å):
H1 -21.6404 0.7615 13.7850
O1 -17.7504 -2.2316 15.4702
C1 -6.9668 -1.2718 13.1113
H2 -15.2713 -0.6747 10.0678
C2 -13.7710 -1.8295 15.3847
H3 -18.0797 -3.1106 12.2158
C3 -13.9460 -5.6149 13.0033
C4 -10.3641 -0.9078 16.0514
N1 -16.0797 0.3604 11.8429
H4 -16.9545 2.2355 11.5796
C5 -12.5797 -1.9358 15.5838
C6 -21.1894 -1.0102 14.8606
C7 -14.0284 -5.6502 15.7063
C8 -17.3529 -2.3399 12.2904
H5 -15.6937 -4.2756 11.7735
Os1 -15.7820 -2.0120 15.2101
O2 -15.5836 -3.8134 15.7584
S1 -6.6912 -1.9026 14.8037
C9 -15.7028 -0.8652 11.0878
C10 -19.5560 0.6186 14.2149
C11 -16.8218 -1.8981 10.9469
C12 -13.1110 -6.5209 13.6432
H6 -17.5590 -1.4019 10.3217
C13 -20.1682 -1.9308 15.2666
H7 -14.1006 1.0003 11.3172
H8 -13.9834 -0.4901 13.3903
C14 -13.1808 -6.4839 15.0570
C15 -10.5163 -3.1493 15.0709
H9 -13.9515 -5.7258 16.7288
C16 -20.9009 0.1880 14.2335
C17 -15.6008 -3.8659 12.7927
N2 -16.2475 -2.8535 13.1653
C18 -18.8103 -1.5087 15.1093
H10 -14.0825 -5.6087 11.8979
C19 -8.2925 -0.8769 12.5033
H11 -13.1214 0.9964 13.5187
H12 -12.5006 -7.0883 15.7032
N3 -16.1185 -0.0199 14.8458
H13 -9.0871 -1.5608 12.8222
H14 -8.2877 -0.2391 16.2670
H15 -8.0903 -0.7537 11.5051
C20 -8.3803 -2.0988 15.3509
C21 -14.8310 -4.6347 15.0967
H16 -8.5566 0.1691 12.8810
H17 -17.9693 0.9548 11.2021
H18 -16.4435 -2.7752 10.3751
H19 -19.2920 1.5344 13.7384
H20 -11.0729 -3.9855 14.7222
H21 -15.1461 2.1429 12.0526
H22 -12.4507 -7.2292 13.0856
H23 -10.8481 -0.0511 16.4755
H24 -15.2927 1.9355 14.5707
C22 -14.1386 0.5802 13.3872
H25 -14.8762 -1.2007 11.6443
C23 -9.1536 -3.1908 14.9225
C24 -16.9451 1.1876 11.0358
C25 -14.8398 1.0870 12.1302
C26 -11.1684 -1.9970 15.5624
H26 -14.2629 0.7138 15.4621
H27 -17.8410 -1.5387 12.8638
H28 -8.6249 -4.0967 14.5877
H29 -16.6809 1.3547 9.9824
C27 -14.7633 -4.6944 13.6867
H30 -22.2141 -1.2585 14.9508
C28 -18.5462 -0.1950 14.6600
C29 -17.2731 0.4676 14.5822
C30 -14.9388 0.8998 14.6294
O3 -5.9234 -1.1238 12.5110
H31 -17.3113 1.5540 14.4027
C31 -8.9732 -0.9971 15.9433
H32 -20.5011 -2.8938 15.4329

***

[4]
ORCA calculation (wB97M-V/def2-TZVPD) on a structure of composition C31H32N5S2TeZr.

Gap between HOMO and LUMO   0.2240 Eh
Electronic energy   -2584.925078 a.u.
E_HOMO   -15.8 eV
Total charge   +3
F_max   0.8 eV/A

Cartesian coordinates (Å):
H1 2.2142 -4.4156 3.0662
C1 -2.3909 -0.0617 -0.7814
C2 4.8829 -0.7091 1.7870
C3 3.1870 0.1845 -0.1460
H2 6.4604 -0.4846 0.3434
H3 -0.8687 -0.6166 4.4561
C4 1.7241 1.6871 -3.2566
C5 -3.0998 -0.4017 -1.8968
H4 1.4468 -1.3998 4.3877
C6 0.7684 -1.7066 3.5991
H5 -4.1612 -1.3614 -4.0970
H6 -0.2889 6.2617 0.0611
C7 1.1909 -2.6373 2.6321
H7 -2.7659 0.6449 3.7501
Te1 0.4122 1.8808 2.9052
C8 -1.0538 -2.5421 1.6897
C9 5.4013 -0.3977 0.5454
C10 -0.0680 2.0815 -5.3161
H8 1.3026 4.6436 1.3751
H9 -1.7500 -2.8923 0.9404
S1 -0.0254 2.1773 -1.2773
H10 -4.0478 0.0818 -2.0899
N1 -3.2556 -1.7446 -3.8782
C11 -1.8865 4.8617 0.4240
H11 3.2130 1.4009 -4.7808
C12 -1.5176 -1.7347 2.7359
N2 2.6145 1.4379 -2.1672
H12 2.9933 -3.4921 1.7937
N3 -1.2032 -0.6226 -0.4507
H13 -2.7722 0.7004 -0.1141
H14 -0.8666 -2.6715 -3.1038
H15 -2.7568 0.5728 1.9894
H16 -3.2099 -1.7214 3.9527
H17 3.5950 1.4025 -2.4015
C13 -2.5921 -1.3749 -2.7881
Zr1 0.2794 -0.2304 1.1935
H18 3.0911 -0.8655 2.9362
C14 2.2203 0.8967 -1.0153
C15 -1.3289 -1.9343 -2.4619
H19 -4.9442 -1.9215 2.2579
H20 -0.7622 2.2550 -6.1265
C16 1.2679 1.8307 -5.5922
C17 -0.5571 -1.2698 3.6509
H21 -1.5563 2.3304 -3.7789
C18 4.5318 0.0734 -0.4321
C19 0.2827 -2.9487 1.6119
H22 1.6123 1.8014 -6.6165
H23 0.5775 -3.6347 0.8254
S2 -2.0731 3.3808 1.2524
H24 4.9273 0.3615 -1.3959
C20 -0.6060 5.3249 0.4945
N4 0.9905 0.9538 -0.5730
C21 3.5126 -0.6294 1.9747
H25 -3.7836 -1.7839 0.9458
C22 2.4732 -3.4022 2.7473
H26 5.5176 -1.0196 2.6050
H27 -2.7376 5.3314 -0.0436
C23 -2.9804 -1.3868 2.9355
C24 0.2527 4.4509 1.2070
N5 2.6550 -0.2427 1.0243
H28 -4.2640 0.3617 2.8697
C25 2.1737 1.6131 -4.5613
C26 0.3927 1.9485 -2.9718
C27 -3.1998 0.1323 2.8916
H29 0.2662 -1.9687 -1.0761
C28 -0.5175 2.1232 -4.0016
H30 -2.8955 -2.4488 -4.5016
C29 -0.4037 3.3419 1.6656
C30 -0.7022 -1.5353 -1.3217
C31 -3.9115 -2.1215 1.9785
H31 -3.7703 -3.2024 2.0136
H32 3.1444 -2.9965 3.5000

***

[5]
ORCA calculation (wB97M-V/def2-TZVPD) on a structure of composition C31H32N6O5Rb.

Gap between HOMO and LUMO   0.2394 Eh
Electronic energy   -1929.432405 a.u.
E_HOMO   -4.6 eV
Total charge   -1
F_max   0.6 eV/A

Cartesian coordinates (Å):
C1 -4.7961 1.8404 -1.0732
H1 -6.4678 -3.2135 -3.9052
C2 -3.6690 2.7052 -0.4783
C3 -2.8499 -2.4084 -2.0561
N1 -5.0646 0.5450 0.9964
H2 -3.8956 3.7663 -0.6004
H3 -7.4224 -2.9179 -2.4525
H4 -0.0889 4.4248 -6.5210
C4 2.4143 0.7250 -2.6279
H5 2.4029 2.0890 -4.9344
H6 -3.7149 -1.5041 6.5493
C5 -3.2174 -1.3314 5.6027
H7 -2.7288 3.6564 -2.6907
C6 -1.8339 -2.0526 3.8071
N2 2.8627 -0.3349 -3.1599
C7 2.2821 -0.8385 -4.4079
C8 0.7378 3.7649 -6.2567
H8 1.5653 -2.4873 -2.5545
H9 -1.2182 -2.7995 3.3197
C9 -2.4484 -2.3259 5.0180
H10 -3.5296 -0.6852 1.4360
C10 -2.6536 0.0826 3.7654
O1 -1.6357 1.9524 2.7456
H11 2.8280 0.9859 -1.6535
N3 -2.3772 2.4465 -1.0993
H12 -3.5513 2.5400 0.5916
H13 -6.4381 -1.6038 -0.7025
H14 -6.2619 2.1520 0.5062
O2 -3.8872 1.8633 2.8162
H15 -3.8711 -3.6281 -3.4442
H16 -1.6258 -3.4560 -3.5131
N4 2.3999 -0.3657 2.7943
C11 -0.6161 3.3332 -4.1815
C12 0.5124 3.1345 -4.9099
H17 -3.9250 0.6979 5.3693
H18 2.9066 -1.6741 -4.7336
H19 2.3121 -0.0928 -5.2056
H20 -1.7374 1.7562 -0.7002
C13 1.9611 -0.9431 3.7321
Rb1 0.0399 0.2498 1.3889
H21 -2.3120 -3.2883 5.4909
C14 0.2063 1.8936 -2.3090
C15 -5.7809 1.3262 -0.0179
C16 -5.3055 -2.6734 -2.1641
H22 -4.3530 0.9797 -1.5760
C17 -2.0146 2.9696 -2.2388
N5 -0.4684 -2.1780 -2.3806
C18 -2.9766 -1.4588 -0.9689
C19 0.6898 -2.4564 -3.2032
H23 -4.7661 1.0941 1.8426
C20 -3.3328 -0.1100 4.9616
H24 0.2383 -0.4779 -3.8708
H25 -1.4059 3.9705 -4.5718
C21 0.8450 -1.3139 -4.2203
C22 -6.4861 -3.3397 -2.8201
C23 1.4993 2.2649 -4.3577
C24 1.3697 1.6464 -3.1528
C25 -3.9926 -2.9506 -2.6010
C26 -4.3101 -0.4725 0.7085
H26 1.6565 4.3563 -6.2715
C27 -1.5651 -2.7203 -2.6900
N6 -1.9315 -0.8799 3.1850
C28 -0.8137 2.7300 -2.9074
H27 0.8264 3.0099 -7.0421
H28 -6.5594 0.7278 -0.4881
H29 -6.5079 -4.4143 -2.6198
C29 -5.4485 -1.8122 -1.0999
H30 0.6083 -3.4236 -3.7230
H31 0.4326 -1.6175 -5.1870
C30 -4.3194 -1.2674 -0.4771
O3 -2.0700 -0.7480 -0.4809
H32 -5.3523 2.3994 -1.8302
O4 0.1163 1.4115 -1.1608
C31 -2.7141 1.4264 3.0443
O5 1.4928 -1.5751 4.6621

***

[6]
ORCA calculation (wB97M-V/def2-TZVPD) on a structure of composition C31H32N6STe4Ti.

Gap between HOMO and LUMO   0.1387 Eh
Electronic energy   -3848.903494 a.u.
E_HOMO   -0.6 eV
Total charge   -2
F_max   0.5 eV/A

Cartesian coordinates (Å):
C1 -1.4075 1.4160 -1.1569
H1 -2.1420 3.1126 1.6346
H2 4.4560 0.1716 0.9527
C2 -3.1688 3.0127 -0.8551
C3 1.4130 5.0679 0.2332
C4 -0.8081 -3.7713 4.7270
C5 -1.5349 1.5788 -2.5349
C6 3.3419 5.0434 -1.3922
Te1 -9.1462 -3.5694 1.7097
H3 -3.8160 3.5719 -0.1888
C7 3.0546 -3.5069 -1.0669
C8 4.1474 4.4142 -2.3310
H4 -0.6723 -0.1881 2.0254
H5 3.5415 6.0722 -1.1139
C9 -0.2796 -3.0563 3.6746
H6 -1.2234 -4.8894 -3.6893
C10 2.1960 -0.9859 -0.4027
H7 -0.8561 1.0453 -3.1883
H8 -2.8984 1.5082 1.6216
C11 -0.3921 -1.2411 1.9601
N1 1.8479 0.3555 -0.0826
C12 3.9919 -2.5258 -0.7730
C13 1.7032 -3.2115 -0.9747
C14 -2.2822 -1.7461 3.5391
N2 -1.0641 -1.8965 -2.7862
C15 -2.6045 -4.1923 6.3302
H9 3.3792 -4.5083 -1.3264
N3 -0.8313 -4.0086 -3.4101
H10 0.6963 -1.3324 1.9653
H11 0.3991 5.2267 -0.1469
C16 -3.3270 3.1332 -2.2247
H12 4.5799 0.6631 -0.7371
C17 -2.0862 -3.4727 5.2043
H13 2.5885 1.4105 -2.4040
C18 -2.0870 2.1080 1.2076
H14 -0.0016 -4.0631 -2.8184
H15 1.3210 4.4658 1.1394
C19 2.0277 3.0524 -1.1411
H16 -1.1554 1.6444 1.5238
H17 -2.5915 2.5110 -4.1461
S1 -1.2751 -3.8961 0.1819
H18 -4.0962 3.7788 -2.6288
Te2 -3.5463 -0.9020 -0.2061
Te3 -7.5112 -1.6017 0.8128
N4 -0.4239 0.4960 -0.6597
H19 -1.5805 -1.0346 -2.8102
H20 4.9728 4.9471 -2.7849
C20 2.8155 2.4261 -2.1053
H21 0.7039 -3.3070 3.2942
C21 4.6015 -0.2008 -0.0674
C22 3.8774 3.1018 -2.6857
N5 0.9339 2.4096 -0.5381
C23 -1.6504 -2.9593 -3.3936
C24 0.7346 1.0305 -0.4592
H22 1.8222 6.0416 0.4990
Te4 -5.0978 -2.9698 0.6603
H23 0.0860 2.9536 -0.4891
C25 2.2832 4.3838 -0.7827
C26 1.2052 -1.9396 -0.6216
Ti1 -0.9767 -1.8253 -0.0508
H24 5.0540 -2.7481 -0.8005
H25 -0.2398 -4.5684 5.1902
H26 -3.8344 -2.2531 4.9206
C27 3.5793 -1.2500 -0.4313
H27 4.4840 2.5988 -3.4282
C28 -2.2125 2.1699 -0.2915
H28 5.6046 -0.6244 -0.1123
C29 -2.8270 -2.4631 4.5857
H29 0.9919 -4.0147 -1.1266
H30 -0.0562 -1.7978 -2.6702
C30 -0.9896 -2.0116 3.0652
C31 -2.4931 2.4207 -3.0720
N6 -2.9832 -4.7784 7.2473
H31 -2.8781 -0.9910 3.0398
H32 2.6130 0.9587 0.1619